[1]
A molecular structure, C4H3Cl2N3O2, computed with ωB97M-V with the def2-TZVPD basis set.

Each line ends with the Löwdin charge.
Geometry (Å):
C -1.050 -1.051 0.108  -0.030
C -0.316 -0.838 1.243  -0.759
C -0.138 0.341 -0.884  -0.556
C 1.761 1.618 -0.133  -0.042
N 0.747 -0.022 1.202  0.039
N 0.765 0.616 0.028  -0.275
N -2.092 -1.701 -0.423  -0.454
O -2.375 -1.374 -1.558  0.053
O -2.588 -2.592 0.217  0.091
Cl -0.501 -1.724 2.659  0.771
Cl -0.279 1.108 -2.288  0.863
H 1.438 2.559 0.463  0.137
H 2.645 1.259 0.501  0.124
H 1.983 1.801 -1.135  0.039

orbital gap (alpha / beta) = 8.64 / 8.64 eV
calculated total energy = -1389.12365 hartree
spin multiplicity = 1
relative energy (zero: lowest compared OMol25 entry of this formula, charge and spin) = 342.14 kJ/mol
molar mass = 195.99 g/mol
max |F| = 0.1580 Eh/bohr

[2]
A molecular structure, C4H3Cl2OS, computed with ωB97M-V with the def2-TZVPD basis set.

Each line ends with the Löwdin charge.
Geometry (Å):
C 1.772 0.106 -0.409  -0.087
C 0.547 -0.322 -0.709  -0.428
C -1.589 1.156 0.668  -0.945
C -0.346 -0.931 0.156  -1.276
O -1.225 1.306 1.752  0.021
S -2.448 1.651 -0.560  0.612
Cl -1.455 -2.125 -0.368  0.494
Cl 0.368 -1.615 1.609  0.499
H 2.189 0.831 -1.155  0.040
H 2.197 -0.085 0.563  0.001
H -0.011 0.028 -1.548  0.070

orbital gap = 6.01 eV
total charge = -1
calculated total energy = -1548.02685 hartree
spin multiplicity = 1
relative energy (zero: lowest compared OMol25 entry of this formula, charge and spin) = 95.23 kJ/mol
molar mass = 170.04 g/mol
max |F| = 0.0416 Eh/bohr

[3]
A gas-phase ion, C4H3Cl3N3O2 (charge +1), computed with ωB97M-V with the def2-TZVPD basis set.

Each line ends with the Löwdin charge.
Geometry (Å):
O -1.126 1.260 0.863  0.029
C -2.097 0.558 0.923  -0.907
Cl -3.467 1.040 1.749  0.841
N -2.076 -0.828 0.564  0.045
C -1.000 -1.350 -0.106  -0.725
Cl -1.312 -2.864 -0.851  0.823
N 0.100 -0.714 -0.245  0.044
O 1.006 -1.311 -1.087  -0.034
N 2.145 -0.459 -1.074  0.165
C 2.140 0.654 -0.627  -0.045
C 1.887 1.698 0.097  -0.546
Cl 1.681 3.265 -0.284  0.872
H -2.868 -1.474 0.515  0.132
H 2.827 -0.864 -1.580  0.155
H 2.159 1.388 1.141  0.150

orbital gap = 9.00 eV
total charge = +1
calculated total energy = -1849.10059 hartree
spin multiplicity = 1
relative energy (zero: lowest compared OMol25 entry of this formula, charge and spin) = 455.46 kJ/mol
SMILES = O=C(Cl)N/C(Cl)=N/O[NH+]=C=CCl
molar mass = 231.45 g/mol
max |F| = 0.0821 Eh/bohr

[4]
A single C4H3ClF2O molecule, computed with ωB97M-V with the def2-TZVPD basis set.

Each line ends with the Löwdin charge.
Geometry (Å):
C 2.250 -0.690 0.192  0.189
C 1.275 -0.019 0.201  -0.073
C 0.001 0.589 0.342  -0.404
O -0.593 0.554 1.555  0.001
C -1.014 0.003 -0.803  -0.855
F -0.944 -1.338 -0.885  0.034
F -0.680 0.478 -2.003  0.076
Cl -2.724 0.292 -0.416  0.747
H 3.101 -1.159 0.149  -0.013
H 0.266 1.641 0.001  0.179
H -0.939 -0.351 1.668  0.119

orbital gap = 11.38 eV
calculated total energy = -889.28958 hartree
spin multiplicity = 1
relative energy (zero: lowest compared OMol25 entry of this formula, charge and spin) = 191.97 kJ/mol
SMILES = C#C[C@H](O)C(F)(F)Cl
molar mass = 140.52 g/mol
max |F| = 0.0921 Eh/bohr

[5]
A single C4H3ClFNO molecule, computed with ωB97M-V with the def2-TZVPD basis set.

Each line ends with the Löwdin charge.
Geometry (Å):
F -0.833 1.110 2.287  -0.127
C -0.402 -0.139 1.605  -0.018
C -0.008 0.345 0.199  -0.213
O -1.040 0.283 -0.728  0.036
C -0.462 -0.157 -1.916  -0.138
N 0.824 -0.122 -1.961  0.115
C 1.119 0.162 -0.591  -0.663
Cl 2.687 -0.284 -0.036  0.685
H -1.253 -0.806 1.565  0.123
H 0.465 -0.388 2.213  0.115
H -1.097 -0.004 -2.637  0.084

orbital gap = 9.86 eV
calculated total energy = -844.20565 hartree
spin multiplicity = 1
relative energy (zero: lowest compared OMol25 entry of this formula, charge and spin) = 141.57 kJ/mol
SMILES = FCc1ocnc1Cl
molar mass = 135.52 g/mol
max |F| = 0.1075 Eh/bohr

[6]
A single C4H3ClO2 molecule, computed with ωB97M-V with the def2-TZVPD basis set.

Each line ends with the Löwdin charge.
Geometry (Å):
C -1.332 -1.041 0.747  -0.005
C -0.521 -0.735 -0.426  -0.527
O -0.566 -1.273 -1.465  0.178
O 0.282 0.350 -0.049  0.035
C 1.257 1.121 -0.556  -0.124
C 2.175 1.905 -0.586  -0.601
Cl 3.213 3.105 -0.996  0.693
H -0.774 -1.303 1.751  0.132
H -1.863 -2.030 0.578  0.114
H -1.870 -0.100 1.003  0.107

orbital gap = 10.24 eV
calculated total energy = -764.77249 hartree
spin multiplicity = 1
relative energy (zero: lowest compared OMol25 entry of this formula, charge and spin) = 279.45 kJ/mol
SMILES = CC(=O)OC#CCl
molar mass = 118.52 g/mol
max |F| = 0.0709 Eh/bohr

[7]
A single C4H3ClO2S molecule, computed with ωB97M-V with the def2-TZVPD basis set.

Each line ends with the Löwdin charge.
Geometry (Å):
O -0.653 2.262 -0.375  0.158
C -0.269 1.243 0.078  -0.474
O 0.227 1.102 1.372  0.045
C 0.589 -0.241 1.587  -0.061
C 0.319 -1.009 0.513  -0.729
Cl 0.440 -2.694 0.301  0.708
C -0.284 -0.141 -0.561  -0.591
S 0.536 -0.241 -2.184  0.788
H 0.853 -0.426 2.615  0.133
H -1.345 -0.431 -0.675  0.135
H -0.413 0.576 -2.673  -0.112

orbital gap = 9.94 eV
calculated total energy = -1163.06068 hartree
spin multiplicity = 1
relative energy (zero: lowest compared OMol25 entry of this formula, charge and spin) = 32.56 kJ/mol
SMILES = O=C1OC=C(Cl)[C@@H]1S
molar mass = 150.59 g/mol
max |F| = 0.0312 Eh/bohr

[8]
A molecular structure, C4H3CoO2, computed with ωB97M-V with the def2-TZVPD basis set.

Each line ends with the Löwdin spin population.
Geometry (Å):
O -2.101 0.200 -0.576  0.163
C -1.307 0.757 0.094  0.121
C -0.348 1.207 0.876  0.100
C 1.082 1.135 0.512  0.214
C 1.739 -0.011 0.224  0.357
H -0.681 1.650 1.817  0.006
H 1.835 -0.681 -0.958  0.001
H 1.640 2.071 0.550  0.007
Co -0.650 -1.996 -0.150  3.425
O 1.004 -1.140 -0.051  0.607

orbital gap (alpha / beta) = 6.88 / 5.61 eV
total charge = +1
calculated total energy = -1686.82137 hartree
spin multiplicity = 6
<S²> = 8.783
molar mass = 142.00 g/mol
max |F| = 0.0690 Eh/bohr